# 1
{
  "formula": "C4H10NOS",
  "method": "ωB97M-V with the def2-TZVPD basis set",
  "elements": ["C", "N", "O", "H", "H", "H", "C", "C", "C", "S", "H", "H", "H", "H", "H", "H", "H"],
  "xyz": [[-0.645588, -0.580919, -3.466770], [-1.019743, 0.556339, -2.868431], [-0.243579, -1.597711, -2.929504], [-0.729223, -0.544900, -4.572440], [-1.042963, 0.694650, -1.787794], [-1.366340, 1.268179, -3.483809], [0.667792, 0.509077, 2.932815], [0.511519, -0.605464, 1.898676], [0.357134, -0.093839, 0.464129], [-1.105731, 0.969560, 0.226800], [1.560168, 1.108319, 2.726008], [0.746814, 0.114868, 3.949214], [-0.196164, 1.166258, 2.846985], [1.355870, -1.304622, 1.951538], [-0.393575, -1.172147, 2.142019], [0.286162, -0.949933, -0.206969], [1.257446, 0.462291, 0.177535]],
  "atomic_forces_ev_per_a": [[-0.06, 0.00, 0.11], [0.13, -0.26, 0.39], [0.09, -0.10, 0.06], [-0.04, 0.10, -0.08], [-0.07, -0.08, -0.72], [-0.05, 0.24, 0.12], [0.09, -0.10, -0.29], [-0.17, 0.05, 0.04], [0.02, 0.10, 0.10], [-0.08, 0.11, 0.11], [0.01, -0.01, 0.02], [-0.04, 0.02, 0.01], [-0.01, 0.07, 0.13], [0.05, 0.02, 0.01], [0.04, -0.05, 0.00], [0.03, -0.06, -0.07], [0.05, -0.03, 0.06]],
  "e_above_lowest_kcal_mol": 12.2,
  "e_lumo_ev": 3.811,
  "spin_multiplicity": 1,
  "total_charge": -1,
  "e_homo_ev": -2.80,
  "largest_force_ev_per_a": 0.7,
  "gap_ev": 6.610
}

---

# 2
{
  "formula": "C4H10NOS",
  "method": "ωB97M-V with the def2-TZVPD basis set",
  "elements": ["C", "C", "C", "C", "N", "O", "S", "H", "H", "H", "H", "H", "H", "H", "H", "H", "H"],
  "xyz": [[1.509827, -0.046535, -0.463086], [0.908456, -1.321121, 0.160062], [0.478625, 1.108105, -0.328729], [-0.277113, -0.732673, 0.970293], [-0.548568, 0.520665, 0.652109], [-0.908634, -1.475149, 1.830734], [-2.834125, 1.604072, -1.777701], [2.451813, 0.205912, -0.058023], [1.576973, -0.334008, -1.493931], [0.444028, -2.072789, -0.612917], [1.468505, -1.979517, 0.815209], [0.817598, 2.083791, 0.134807], [0.053009, 1.493249, -1.316491], [-2.095414, 1.939570, -2.883272], [-1.302039, 1.106920, 1.010596], [-1.720994, -1.126217, 2.280601], [-3.979168, 2.140233, -2.126128]],
  "atomic_forces_ev_per_a": [[-1.27, -0.61, -0.63], [-2.75, -0.33, 0.20], [-0.63, 1.12, 0.38], [-0.10, 0.60, -0.81], [1.18, -0.62, -0.87], [-0.48, 0.16, 0.17], [1.24, -0.41, -0.03], [0.97, 0.24, 0.37], [0.64, 0.51, -0.65], [0.68, 1.60, 1.25], [0.54, 0.35, 0.11], [0.14, -1.40, -0.25], [0.03, -1.19, 1.37], [-0.75, -0.04, 0.53], [0.14, -0.42, -0.02], [0.91, 0.01, -0.62], [-0.50, 0.43, -0.47]],
  "e_above_lowest_kcal_mol": 24.8,
  "e_lumo_ev": -3.491,
  "spin_multiplicity": 1,
  "total_charge": 1,
  "e_homo_ev": -13.13,
  "largest_force_ev_per_a": 2.8,
  "gap_ev": 9.634
}

---

# 3
{
  "formula": "C4H10NOS",
  "method": "ωB97M-V with the def2-TZVPD basis set",
  "elements": ["C", "C", "C", "C", "N", "O", "S", "H", "H", "H", "H", "H", "H", "H", "H", "H", "H"],
  "xyz": [[1.884706, 0.081124, -0.646586], [1.625981, -0.886016, 0.461487], [-1.918201, 0.832934, 1.699442], [-1.259867, -0.121184, -0.833622], [1.057850, -1.111924, -0.876211], [-0.979597, 1.085244, -1.169292], [-1.825246, -0.654543, 0.583806], [1.474754, 1.020464, -0.852568], [2.819523, 0.065441, -0.975130], [2.335659, -1.608860, 0.822098], [0.856212, -0.575655, 1.215628], [-2.474387, 0.695213, 2.668533], [-2.393132, 1.649408, 1.116436], [-0.848132, 1.074910, 1.910398], [-1.153386, -0.916692, -1.681753], [1.510228, -1.831960, -1.364389], [-0.712965, 1.202097, -2.078276]],
  "atomic_forces_ev_per_a": [[-1.74, -1.99, 1.26], [-2.09, 1.08, 0.29], [0.69, 0.72, -0.28], [0.75, -1.80, -3.61], [-0.69, 1.55, 1.08], [-0.29, 0.91, 1.35], [-1.08, -0.18, 2.08], [-1.15, 1.24, 0.56], [3.97, -0.36, -1.64], [0.50, 0.24, -0.03], [0.81, -0.54, -0.62], [0.51, -0.53, -1.29], [0.35, -0.49, 0.46], [-0.98, 0.04, -0.01], [-0.56, 1.38, 1.93], [0.86, -1.09, -0.78], [0.17, -0.15, -0.75]],
  "e_above_lowest_kcal_mol": 82.5,
  "e_lumo_ev": -4.350,
  "spin_multiplicity": 1,
  "total_charge": 1,
  "e_homo_ev": -13.96,
  "largest_force_ev_per_a": 4.3,
  "gap_ev": 9.610
}

---

# 4
{
  "formula": "C4H10NPS3",
  "method": "ωB97M-V with the def2-TZVPD basis set",
  "elements": ["C", "C", "C", "C", "N", "P", "S", "S", "S", "H", "H", "H", "H", "H", "H", "H", "H", "H", "H"],
  "xyz": [[0.357955, -1.224764, -0.437203], [0.382401, 2.173701, 1.308935], [0.962354, 3.035675, -1.354143], [-0.458320, -2.331444, -0.921864], [-1.419266, -3.249862, 1.380599], [1.287601, 1.595733, -0.237165], [-0.161969, 0.278421, -1.076983], [1.528732, -1.448052, 0.719661], [-2.058776, -2.433614, -0.008500], [1.084666, 2.735669, 1.762375], [0.180095, 1.218430, 2.023987], [-0.512811, 2.545486, 0.938729], [-0.044051, 3.061739, -1.643178], [1.574940, 3.066916, -2.152180], [1.348450, 3.991453, -0.853780], [0.200381, -3.181884, -0.792798], [-0.857895, -2.290495, -1.898252], [-2.149495, -3.301776, 2.073306], [-1.244993, -4.241331, 1.168454]],
  "atomic_forces_ev_per_a": [[1.08, 0.78, 1.33], [-0.51, -5.83, -0.56], [0.18, 1.15, 3.69], [-0.52, -0.82, 1.02], [-0.10, -0.69, -0.04], [0.50, -0.07, 0.39], [0.05, 0.81, -0.29], [-0.85, 0.10, -0.92], [0.97, -0.78, 0.19], [1.74, 2.57, 1.74], [0.45, 2.20, -1.84], [-1.65, 1.31, 0.10], [-1.48, 0.62, -0.37], [1.96, -0.72, -3.07], [-1.15, -1.18, -0.07], [-0.62, -0.78, -0.01], [0.18, 0.43, -1.45], [-0.22, 0.42, 0.39], [-0.02, 0.50, -0.23]],
  "e_above_lowest_kcal_mol": 50.8,
  "e_lumo_ev": -0.154,
  "spin_multiplicity": 1,
  "e_homo_ev": -8.13,
  "largest_force_ev_per_a": 5.9,
  "gap_ev": 7.979
}

---

# 5
{
  "formula": "C4H10NS",
  "method": "ωB97M-V with the def2-TZVPD basis set",
  "elements": ["C", "C", "C", "N", "H", "H", "H", "H", "H", "H", "H", "C", "S", "H", "H", "H"],
  "xyz": [[2.214639, -0.102252, -1.031026], [0.709243, -0.017271, -0.891236], [-0.059423, -1.142322, -1.131230], [0.187117, 1.206495, -0.633347], [2.658076, 0.133635, -0.055211], [2.519794, 0.677069, -1.730143], [2.467629, -1.103872, -1.420816], [-1.185271, -1.111144, -1.091837], [0.347060, -2.100255, -1.428266], [0.814872, 1.933236, -0.303749], [-0.829815, 1.089643, -0.294165], [-1.897268, 0.069934, 2.098651], [-2.618918, 0.736557, 0.563928], [-1.836959, 0.850090, 2.858861], [-2.587972, -0.706784, 2.522194], [-0.902804, -0.412758, 1.967391]],
  "atomic_forces_ev_per_a": [[-0.72, -0.08, 0.07], [-0.28, -2.25, -1.02], [-0.73, 1.26, 0.20], [-0.63, -0.21, 0.10], [0.25, -0.31, -0.19], [0.25, -0.05, -0.13], [0.24, 0.56, 0.39], [1.40, 0.22, 0.14], [0.45, 0.16, 0.11], [-0.48, -0.37, 0.13], [0.69, 1.01, 0.07], [-0.48, -0.85, 0.33], [-0.33, 0.05, 0.09], [0.25, 0.02, 0.05], [0.61, 0.46, -0.29], [-0.48, 0.36, -0.03]],
  "e_above_lowest_kcal_mol": 9.1,
  "e_lumo_ev": 3.872,
  "spin_multiplicity": 1,
  "total_charge": -1,
  "e_homo_ev": -2.58,
  "largest_force_ev_per_a": 2.5,
  "gap_ev": 6.450
}

---

# 6
{
  "formula": "C4H10NS",
  "method": "ωB97M-V with the def2-TZVPD basis set",
  "elements": ["C", "C", "S", "C", "N", "C", "H", "H", "H", "H", "H", "H", "H", "H", "H", "H"],
  "xyz": [[0.441809, -0.193954, 0.920520], [-0.378240, -0.212226, 2.219192], [0.406930, 0.595308, 3.681773], [-0.423703, -0.630511, -0.292422], [0.170318, -0.468059, -1.601731], [0.182424, 0.884459, -2.164007], [0.709318, 0.849075, 0.721264], [1.265062, -0.903677, 1.031111], [-0.569022, -1.239992, 2.548595], [-1.328034, 0.272782, 2.004221], [-0.669117, -1.701695, -0.168943], [-1.355791, -0.077957, -0.291569], [1.039059, -0.970511, -1.734196], [-0.648027, 0.978333, -2.877581], [1.127068, 1.180576, -2.621059], [0.029945, 1.638048, -1.375167]],
  "atomic_forces_ev_per_a": [[-1.34, 0.00, -0.09], [0.49, 0.00, 0.36], [0.01, 0.00, -0.12], [0.70, -0.71, 0.37], [0.24, 0.00, -0.44], [-0.48, -0.28, 0.57], [0.66, -0.31, 0.12], [0.40, 0.52, -0.15], [-0.20, -0.03, -0.38], [-0.26, 0.03, 0.08], [-0.12, 0.20, 0.00], [-0.21, 0.19, 0.00], [-0.12, 0.30, 0.22], [0.16, 0.37, -0.09], [0.26, -0.26, -0.31], [-0.19, -0.02, -0.14]],
  "e_above_lowest_kcal_mol": 10.0,
  "e_lumo_ev": [6.006, 5.902],
  "spin_multiplicity": 2,
  "total_charge": -2,
  "e_homo_ev": [3.94, 0.07],
  "s2": 0.7509,
  "largest_force_ev_per_a": 1.3,
  "gap_ev": [2.064, 5.830]
}